Density functional theory data (ωB97M-V with the def2-TZVPD basis set) for a molecular structure, C18H17N4O4Pt in a non-equilibrium geometry.

Summary:
⟨S²⟩ = 2.024
Highest occupied orbital energy (spin up / spin down) = -10.63 / -11.60 eV
Frontier orbital gap (spin up / spin down) = 6.34 / 6.61 eV

Geometry as ORCA input:
```
! wB97M-V def2-TZVPD RIJCOSX def2/J DEFGRID3
* xyz 1 3
H -3.76 -3.13 -2.18
H 0.32 0.90 4.32
H 2.74 -0.33 3.21
N 6.85 2.56 -0.09
C -1.32 -2.67 -1.22
C -1.56 1.76 3.67
H 0.19 -4.52 -1.95
H 4.50 0.04 -0.93
N -1.21 -1.51 -0.97
C 1.20 -0.37 2.16
H 2.38 -0.21 -2.16
O -4.64 1.04 1.22
C -3.15 -4.01 -1.76
O -3.37 0.69 -0.68
C -3.49 0.81 0.55
H -3.40 -4.95 -2.26
H -0.17 2.66 -1.55
H -1.23 -5.58 -2.41
H -5.32 1.00 0.47
H -1.67 2.23 4.67
C -2.54 1.68 2.66
H -3.48 2.25 2.80
O 1.82 -0.43 3.40
H -3.44 -4.05 -0.70
C -2.29 0.93 1.55
H 0.03 1.45 -2.85
C 4.31 2.07 -0.47
C -0.37 0.98 3.51
C -0.82 -4.59 -2.49
C 5.72 2.25 -0.26
H -0.61 -4.32 -3.52
H 1.44 3.86 -0.90
C 2.65 0.72 -1.61
N -1.08 0.24 1.32
C 1.71 1.75 -1.48
N -1.75 -3.70 -1.86
H 3.85 4.08 0.00
C 3.40 3.11 -0.33
C 3.91 0.90 -1.03
C 2.12 2.98 -0.84
O 1.76 -0.86 1.17
C -0.09 0.31 2.30
Pt -0.45 0.22 -0.65
C 0.29 1.73 -1.86
*
```


Density functional theory data (ωB97M-V with the def2-TZVPD basis set) for 9 unconnected molecules or ions with the total composition C30H81N3O15 in a non-equilibrium geometry.

Summary:
Highest occupied orbital energy = -8.63 eV
Frontier orbital gap = 9.06 eV
SMILES = COCCNCCOC.COCCNCCOC.COCCNCCOC.OCCO.OCCO.OCCO.CCO.CCO.CCO

Geometry as ORCA input:
```
! wB97M-V def2-TZVPD RIJCOSX def2/J DEFGRID3
* xyz 0 1
C -2.28 2.37 3.69
H -0.12 3.31 2.78
C 0.05 -1.46 -2.57
H 1.82 5.42 0.17
C -1.61 1.08 -5.24
H 2.46 -4.14 2.76
O -1.38 0.29 0.91
O -0.72 -3.05 1.39
C -3.05 0.99 3.74
H 3.15 -1.69 1.73
C -4.89 -0.27 0.26
H 1.80 -1.29 -1.56
H -2.62 -4.81 -1.78
H -0.66 -0.24 0.58
O 1.20 3.85 -1.01
H 2.37 2.56 0.92
O 1.55 0.27 2.28
C 1.27 -4.07 1.25
H -1.13 0.22 -7.08
H 1.14 0.41 -3.72
H -0.73 -0.81 -2.96
H -5.40 -2.33 0.87
H 4.01 1.92 -0.54
H 1.70 2.17 3.73
C -1.25 1.54 0.38
H 1.59 -3.10 0.98
C 0.11 -4.02 2.05
H -1.04 -1.83 -0.78
H -4.24 -2.28 -2.36
H -3.11 0.59 4.75
H -2.50 -3.80 -0.49
H 3.87 -0.22 1.12
O -1.36 2.73 -1.62
O -2.98 -2.27 -3.85
C -1.63 0.01 -6.16
H -5.48 -1.50 -4.01
H -3.07 -1.33 -0.07
H -1.63 -3.16 1.72
O -4.52 -2.48 0.59
H -1.82 1.99 -5.73
H -2.07 2.11 0.77
H 6.07 -0.70 -2.42
C 1.87 -0.13 -3.19
H 4.90 -3.86 -1.75
C 5.01 -2.78 -1.72
C 2.55 3.65 0.83
O -5.93 -0.09 1.17
C -3.88 -1.23 0.66
H 0.25 -3.77 3.11
H -2.54 0.31 3.06
H 0.96 -1.58 2.88
H 0.27 -2.90 -1.07
H -4.19 -0.36 -4.49
C -0.11 3.18 3.79
O 3.85 0.42 -2.00
H -2.38 2.79 2.72
N -0.93 2.08 4.12
H -0.52 4.12 4.22
H -0.27 1.96 0.68
H 2.02 3.80 -1.48
H 0.87 5.25 5.14
H 5.27 -1.98 0.27
H -0.54 0.95 -1.61
H 0.91 -0.34 4.15
H -0.18 -0.22 2.92
H -2.46 -2.84 -3.27
C 6.74 -1.39 -1.90
H 4.40 -2.49 -2.57
H -0.56 3.23 -1.46
H 1.21 2.54 5.32
H -2.20 0.90 -4.35
C 1.86 4.85 5.32
O 2.28 -4.67 2.00
H -4.36 0.72 0.11
H 2.59 5.66 5.24
H 1.02 -4.64 0.38
C -5.35 1.58 4.01
H -3.37 -1.09 1.59
H 1.86 4.62 6.34
H -2.74 3.14 4.32
N 3.34 -1.58 -0.37
C -4.74 -0.80 -3.68
H -2.64 -0.08 -6.52
H -3.16 -0.90 -2.31
H 0.88 -0.87 0.64
C 0.84 -0.54 3.13
H 1.72 0.59 0.22
H -6.26 1.68 3.42
O -1.11 -1.13 -5.44
N 1.16 -0.69 -2.06
C 1.47 4.40 0.28
H 2.26 1.51 -1.84
H 7.66 -1.50 -2.36
C 1.72 -0.22 0.94
H 5.18 2.06 -1.93
H 3.48 3.76 0.31
C 3.05 -0.97 0.91
H 6.88 -1.08 -0.84
O 2.13 3.89 4.37
C -1.30 1.46 -1.05
H -0.54 1.19 -4.85
C 4.49 -2.48 -0.30
C 4.61 1.37 -1.29
C 2.84 0.88 -2.53
H 2.32 -0.83 -3.88
H 4.26 -3.33 0.20
H -5.17 2.50 4.60
H -1.74 -1.29 -4.72
C -0.54 -2.38 -1.54
H -0.54 1.30 3.47
H 2.70 4.01 1.86
O -4.35 1.11 3.21
C -3.80 -1.51 -2.94
C 1.29 2.96 4.31
H -1.16 -5.01 -0.87
C -1.87 -4.28 -1.22
H -5.58 0.80 4.80
O 6.20 -2.66 -2.04
H -5.53 0.30 1.93
H 0.34 -2.10 -3.39
H 3.47 -0.76 -1.03
H -2.19 1.01 -1.40
O -1.37 -3.32 -2.15
H -5.25 -0.53 -0.72
H -5.23 -0.07 -3.06
H 3.22 1.50 -3.36
H 0.58 4.39 0.92
H -0.50 -4.91 2.00
H 5.37 0.78 -0.77
*
```


Density functional theory data (ωB97M-V with the def2-TZVPD basis set) for 2 unconnected molecules or ions with the total composition C5H10FNO in a non-equilibrium geometry.

Summary:
Highest occupied orbital energy = -9.10 eV
Frontier orbital gap = 9.94 eV
SMILES = C=C(F)CC.C=NO

Geometry as ORCA input:
```
! wB97M-V def2-TZVPD RIJCOSX def2/J DEFGRID3
* xyz 0 1
C -1.84 -1.20 -1.04
N -1.65 -1.84 -0.01
H 2.30 -0.34 -0.72
H -3.14 -1.26 1.28
C 1.90 -0.62 0.34
H -1.38 1.62 -1.66
H 0.29 0.34 1.58
C -1.12 1.45 -0.65
H 1.47 1.36 0.79
H -2.68 -0.56 -1.29
H 1.48 -1.59 0.18
C 0.02 0.76 -0.54
H -1.25 -1.46 -1.88
H -1.63 1.72 0.29
C 0.87 0.49 0.60
O -2.36 -1.81 1.16
F 0.65 0.51 -1.75
H 2.60 -0.57 1.12
*
```


Density functional theory data (ωB97M-V with the def2-TZVPD basis set) for a single C7H14 molecule in a non-equilibrium geometry.

Summary:
Highest occupied orbital energy = -9.23 eV
Frontier orbital gap = 10.36 eV
SMILES = C=CCCCCC

Geometry as ORCA input:
```
! wB97M-V def2-TZVPD RIJCOSX def2/J DEFGRID3
* xyz 0 1
C -1.79 1.10 0.59
H -0.58 1.38 -1.08
H 0.63 0.46 1.49
H -0.18 -0.92 -1.09
H -2.69 1.83 0.45
H -2.88 -0.32 -0.67
H -1.61 -1.08 0.49
C -2.35 -0.32 0.30
C 3.03 -1.26 -0.40
H 3.03 -0.67 0.51
C -0.45 1.54 0.00
C 1.91 -1.10 -1.12
H -0.15 2.57 0.17
H -3.18 -0.34 1.01
C 0.68 0.58 0.40
H 1.64 1.05 0.13
H -1.77 1.17 1.68
H 0.31 -1.54 0.36
H 1.90 -1.50 -2.14
H 3.87 -1.84 -0.71
C 0.63 -0.79 -0.36
*
```


Density functional theory data (ωB97M-V with the def2-TZVPD basis set) for a gas-phase ion, C2H9N5 (charge +2) in a non-equilibrium geometry.

Summary:
Highest occupied orbital energy = -18.45 eV
Frontier orbital gap = 9.96 eV
SMILES = N/C=[NH+]/C(N)=N\[NH3+]

Geometry as ORCA input:
```
! wB97M-V def2-TZVPD RIJCOSX def2/J DEFGRID3
* xyz 2 1
H -0.74 1.13 -0.45
C -0.37 -0.95 -0.28
N -0.08 2.08 1.78
H -0.04 2.30 2.80
H 1.95 -1.11 -2.57
H -0.16 2.92 1.16
N -0.42 0.42 0.16
N 0.19 -1.21 -1.43
C -0.29 0.82 1.39
H 0.00 0.13 2.17
H -1.11 -2.84 0.26
H -1.27 -1.57 1.38
H 1.47 0.27 -1.53
N 1.14 -0.44 -2.16
N -1.00 -1.85 0.45
H 0.72 -0.10 -3.14
*
```


Density functional theory data (ωB97M-V with the def2-TZVPD basis set) for 13 unconnected molecules or ions with the total composition C34H86N8O13S5 in a non-equilibrium geometry.

Summary:
Highest occupied orbital energy = -8.67 eV
Frontier orbital gap = 8.86 eV

Geometry as ORCA input:
```
! wB97M-V def2-TZVPD RIJCOSX def2/J DEFGRID3
* xyz 0 1
H -7.40 1.26 -0.61
C -0.09 -6.04 1.64
H -0.27 -5.64 4.94
C 3.98 5.04 -0.81
H 5.20 -1.96 -3.26
H -3.76 -5.21 -2.39
C 1.31 0.85 -0.91
C 3.76 5.40 1.81
H -6.00 -2.41 -1.33
S -5.17 1.32 0.27
H 1.01 4.84 -2.15
H 5.03 -3.18 -0.04
C 0.23 -1.06 0.45
H -2.21 6.38 -3.74
O -3.94 -1.39 -0.76
C 2.68 -1.97 -3.86
H 0.59 -3.55 2.95
H -0.90 3.02 0.79
C -5.81 -3.48 -1.20
H -3.73 -0.44 2.16
O 2.80 -1.05 0.21
C 3.35 0.38 -4.20
H -3.11 -0.73 -3.27
C -0.61 -6.08 3.99
H 3.13 6.27 1.63
H -3.37 5.84 -2.49
H 7.42 0.73 0.50
N -3.54 -2.51 2.48
C -3.25 1.28 -4.83
H -2.17 7.12 -2.09
C -0.78 1.01 -4.93
H -5.29 -1.85 1.61
H -6.40 -3.79 -0.29
H -3.56 5.40 2.58
S -1.36 4.93 -2.01
H -2.40 2.70 1.66
C 0.38 0.55 4.04
C -2.07 -0.57 -3.56
H 2.62 -5.44 -1.25
H 1.34 1.40 0.04
H 3.23 -2.87 -3.59
C 5.61 2.19 2.39
H 5.35 -0.30 -2.83
H -4.11 4.46 1.28
C -6.69 0.58 -0.10
H -2.46 -2.81 -0.91
C -2.73 -3.68 2.79
O 6.21 3.29 2.35
N 3.48 -0.83 -3.63
H -0.78 -0.89 0.08
C -2.35 6.19 -2.68
H 4.25 -0.13 2.38
H -5.01 0.74 -2.04
C -3.36 5.18 1.54
C 6.49 1.27 0.35
H 5.94 -0.69 2.49
H 0.74 0.68 5.06
S 3.36 4.16 0.58
H 5.20 -3.87 1.51
H -1.05 -6.56 1.57
H -6.54 -0.30 -0.75
H 0.43 -0.42 1.28
H 0.37 6.53 -2.17
C -1.95 3.33 0.91
C 1.09 -4.55 3.13
H -3.60 1.64 -1.49
C 3.70 -5.87 1.16
H 0.07 0.32 -4.82
H -0.19 -5.15 0.99
H 0.02 4.99 1.23
H -0.53 1.11 3.81
H 1.79 -1.96 -3.18
N 3.66 -4.72 0.38
C 4.43 -3.61 0.78
H 3.52 5.02 2.83
S 1.67 1.26 3.03
H -1.70 -3.38 3.05
C 1.50 2.90 3.71
H 1.59 -4.78 -0.16
H 3.40 6.00 -0.98
H -3.60 6.06 0.93
C -4.94 -2.65 2.27
C -0.95 5.49 1.40
O -5.39 2.70 0.84
O -1.13 -1.11 -2.99
N 0.17 -5.65 2.97
N -2.03 0.48 -4.44
H 2.34 3.42 3.33
C -3.82 -4.93 -1.29
H 4.92 1.88 3.17
H -4.28 -5.68 -0.61
O 2.45 0.79 -4.96
H 5.94 0.87 -0.49
C 2.61 -4.57 -0.55
H 0.37 5.50 -3.63
H 1.50 -4.61 4.10
H -3.08 -4.26 3.68
H -5.22 2.43 -1.86
C 0.23 5.50 -2.55
S 1.61 -0.93 -0.63
H -2.60 -4.39 1.98
H -3.24 1.29 -5.93
O -1.56 -6.82 3.88
O -1.01 6.72 1.60
N -4.40 -3.64 -1.05
H -5.11 -3.62 1.83
H 2.32 -2.02 -4.90
O -1.57 3.68 -2.83
H 1.48 2.95 4.80
H 0.54 3.23 3.36
C 5.21 -0.17 1.82
H 4.81 5.69 1.91
H 6.69 2.33 0.18
H 4.42 -1.26 -1.74
H 0.30 -2.11 0.71
H 0.37 0.97 -1.42
H -2.51 3.17 -0.05
H 3.83 -2.82 1.19
N 5.64 1.16 1.52
N -2.04 4.69 1.35
H -6.22 -3.98 -2.08
C 4.65 -1.16 -2.80
O -1.80 -1.08 2.53
O 1.91 4.16 0.42
H -3.26 2.27 -4.30
H 2.03 1.15 -1.64
H -2.74 -4.90 -0.94
O 2.94 -6.82 1.06
H -0.89 1.27 -6.00
H 2.63 -3.65 -1.17
H -7.13 0.32 0.89
H 1.94 -4.56 2.43
H -5.48 -2.61 3.23
C -3.58 -2.57 -0.87
H 5.04 5.27 -0.68
C -4.67 1.57 -1.42
C -3.01 -1.28 2.36
O 2.95 0.76 3.58
H 4.22 1.02 -3.89
H 4.47 -5.89 1.91
H -0.61 1.98 -4.40
H -4.16 0.71 -4.54
H 0.29 -0.55 3.81
H 0.70 -6.69 1.27
H 4.96 -0.73 0.95
H 3.86 4.44 -1.71
*
```


Density functional theory data (ωB97M-V with the def2-TZVPD basis set) for 2 unconnected molecules or ions with the total composition C7H16N3O5 in a non-equilibrium geometry.

Summary:
Highest occupied orbital energy = -13.25 eV
Frontier orbital gap = 7.81 eV

Geometry as ORCA input:
```
! wB97M-V def2-TZVPD RIJCOSX def2/J DEFGRID3
* xyz 1 1
H 1.30 -2.29 1.78
H -4.04 2.98 -1.45
C 0.29 -2.53 -1.60
H -0.25 -2.97 1.04
H 3.11 -2.15 -0.93
N 0.01 0.52 -0.41
N -0.26 2.83 0.04
H 0.11 -1.84 -2.33
H -0.75 2.26 2.52
H 2.61 -0.59 -1.30
O -2.36 1.68 -1.32
C 0.82 -2.79 0.83
H -0.57 -3.05 -1.26
O 0.39 3.07 -1.10
C 2.40 -1.38 -0.57
O -0.09 0.36 2.48
H 0.60 0.77 2.94
H 2.81 -1.07 0.39
H 0.19 -0.49 1.14
C -0.89 1.34 1.85
N 0.14 -0.61 0.17
H -2.02 1.16 1.98
H 1.32 -3.68 0.70
C 0.93 -1.81 -0.34
O 0.29 0.69 -1.57
O -0.66 3.84 0.55
H 0.36 2.34 -1.83
H 1.06 -3.22 -2.11
H -3.16 2.61 0.22
C -0.52 1.57 0.40
C -3.16 2.49 -0.90
*
```


Density functional theory data (ωB97M-V with the def2-TZVPD basis set) for a molecular structure, C24H28N4O2Tl.

Summary:
Highest occupied orbital energy = -10.28 eV
Frontier orbital gap = 7.24 eV

Geometry as ORCA input:
```
! wB97M-V def2-TZVPD RIJCOSX def2/J DEFGRID3
* xyz 1 1
C 0.18 -4.75 -0.60
C -1.98 -4.89 -1.71
H -4.45 -2.65 -1.94
O 2.19 -0.18 -0.52
H 5.83 1.63 -5.06
Tl 0.12 0.17 0.99
C -0.80 2.87 -0.69
C 2.18 1.38 -2.32
H 3.06 -4.70 -1.61
H -1.71 -5.90 -1.99
N 0.24 1.90 -0.95
C 0.93 2.05 -2.01
C -4.23 -5.19 -2.78
C -2.19 2.37 -1.11
H -2.86 3.24 -1.15
H 0.38 -5.78 -0.88
H 2.70 -3.99 1.34
H -0.80 3.09 0.38
H -4.69 -4.61 -3.57
H -3.79 -6.10 -3.20
C -2.58 -2.25 -1.02
C -2.83 1.36 -0.15
H 0.69 2.85 -2.72
C 3.36 -4.14 -0.72
O -0.45 -2.10 0.03
H 5.95 0.63 -2.85
C 2.78 0.37 -1.48
C -3.20 -4.38 -2.06
H -5.01 -5.48 -2.08
H 5.99 -0.60 -0.81
H 2.39 2.58 -4.07
C 3.34 -2.64 -1.02
N 1.06 -4.11 0.12
H 3.29 -2.46 -2.10
H 2.45 -2.14 -0.59
H -2.69 1.69 0.89
H 5.15 -2.53 0.03
C 4.95 2.21 -4.81
C -2.97 -0.88 -0.75
H -3.90 1.32 -0.37
C -3.48 -3.05 -1.69
C -1.30 -2.77 -0.62
H -0.60 3.81 -1.23
C 2.88 1.89 -3.40
H -2.12 1.93 -2.11
C 4.94 -0.81 -0.98
C 2.41 -4.51 0.43
C 4.19 0.10 -1.73
C -1.03 -4.15 -0.98
H 5.27 3.23 -4.56
H 4.36 -4.47 -0.46
N -2.24 0.05 -0.28
C 4.24 1.60 -3.64
H 2.46 -5.59 0.62
N 4.52 -1.98 -0.54
H 0.75 -3.13 0.32
C 4.89 0.81 -2.74
H -4.01 -0.66 -1.02
H 4.30 2.27 -5.68
*
```


Density functional theory data (ωB97M-V with the def2-TZVPD basis set) for 2 unconnected molecules or ions with the total composition C2H10N2O in a non-equilibrium geometry.

Summary:
⟨S²⟩ = 0.756
Highest occupied orbital energy (spin up / spin down) = -14.73 / -14.19 eV
Frontier orbital gap (spin up / spin down) = 11.37 / 4.98 eV

Geometry as ORCA input:
```
! wB97M-V def2-TZVPD RIJCOSX def2/J DEFGRID3
* xyz 1 2
O -2.62 2.04 1.40
H -0.86 -0.86 -0.22
H 1.61 -2.46 0.34
H 0.15 -2.68 0.90
C 1.02 0.12 -0.76
H 0.81 2.18 -0.52
H -2.86 1.23 0.88
H -2.03 2.46 0.76
N 0.79 -1.92 0.65
H 0.16 -1.82 -1.23
H 0.11 1.18 0.67
H 1.15 0.22 -1.84
C 0.20 -1.09 -0.37
H 2.04 0.11 -0.34
N 0.32 1.30 -0.32
*
```


Density functional theory data (ωB97M-V with the def2-TZVPD basis set) for a molecular structure, C3H3BrClF in a non-equilibrium geometry.

Summary:
Highest occupied orbital energy = -9.00 eV
Frontier orbital gap = 8.08 eV

Geometry as ORCA input:
```
! wB97M-V def2-TZVPD RIJCOSX def2/J DEFGRID3
* xyz 0 1
C -1.45 1.19 -0.60
Cl -0.13 2.24 -0.86
H 0.03 0.50 1.41
Br -2.09 0.37 -2.07
F 1.89 0.05 -0.18
H 1.28 -1.71 -0.49
C 0.11 -0.53 1.09
C 1.02 -0.89 0.20
H -0.65 -1.21 1.49
*
```